C3H12N3O | the ωB97M-V functional and the def2-TZVPD basis

Summary:
LUMO, Ha: -0.1156
Total charge: +1
Max |F|, eV/Å: 0.543
Relative energy (zero: lowest compared OMol25 entry of this formula, charge and spin), eV: 0.3720
Kohn-Sham gap, eV: 11.132
HOMO level, eV: -14.278

Last columns: bonded neighbours and bond lengths (Å).
Element x y z (Å)
1 C 0.941 -1.268 -1.259  C2 1.518, H4 1.088, H5 1.090, H6 1.088
2 C -0.562 -1.454 -1.352  C1 1.518, N3 1.508, H7 1.085, H8 1.089
3 N -1.272 -0.182 -0.962  C2 1.508, H9 1.048, H10 1.020, H11 1.025
4 H 1.421 -2.241 -1.342  C1 1.088
5 H 1.290 -0.655 -2.090  C1 1.090
6 H 1.236 -0.807 -0.318  C1 1.088
7 H -0.889 -1.706 -2.356  C2 1.085
8 H -0.928 -2.215 -0.664  C2 1.089
9 H -1.180 0.028 0.060  N3 1.048
10 H -2.266 -0.232 -1.185  N3 1.020
11 H -0.884 0.639 -1.438  N3 1.025
12 N -0.831 1.016 1.638  C13 1.414, H16 1.016, H17 1.013
13 C 0.378 1.614 1.209  N12 1.414, N14 1.354, O15 1.209
14 N 1.514 1.033 1.660  C13 1.354, H18 1.006, H19 1.004
15 O 0.358 2.512 0.399  C13 1.209
16 H -0.730 0.385 2.428  N12 1.016
17 H -1.528 1.730 1.812  N12 1.013
18 H 2.378 1.462 1.372  N14 1.006
19 H 1.552 0.342 2.388  N14 1.004